1.
Molecular formula: C22H27BrN5O2PPt
Method: DFT, ωB97M-V with the def2-TZVPD basis set

Output
* HOMO: -12.52 eV
* E_tot: -4312.8447 hartree
* orbital gap: 4.886 eV
* LUMO level: -7.64 eV
* total charge: +2

Last column: Mulliken charge in e.
Atoms and positions in Å:
Pt -0.30588 0.62149 -0.59739  0.20
O 0.20855 3.91416 1.13800  -0.69
C 1.01805 4.65280 0.34461  0.29
C 1.70570 5.71743 0.93426  -0.53
C 2.51402 6.53814 0.17845  -0.51
C 2.68711 6.30325 -1.17968  -0.76
C 2.00842 5.25879 -1.77874  -0.76
C 1.18921 4.41414 -1.03770  0.58
C 0.46159 3.27491 -1.76909  0.59
O -0.58744 2.70397 -1.09743  -0.93
N 1.43894 2.25506 -2.18004  -0.30
N 1.05672 0.99020 -2.15477  -0.22
C 1.70113 0.02532 -2.71615  0.21
C 1.24891 -1.33861 -2.69831  0.05
Br -0.52552 -1.61387 -1.97612  -0.05
C 1.96576 -2.39471 -3.10892  -0.55
C 1.56261 -3.79479 -3.13894  0.44
C 0.31690 -4.21783 -3.61471  -0.40
C -0.02449 -5.55844 -3.57372  -0.65
C 0.85878 -6.49218 -3.04882  -0.46
C 2.11035 -6.08627 -2.60348  -0.59
C 2.46852 -4.75280 -2.66910  -0.46
H -0.34995 3.39389 0.53300  0.38
H 1.51094 5.91529 1.98011  0.43
H 2.99031 7.39308 0.63874  0.39
H 3.33163 6.93792 -1.77105  0.40
H 2.12196 5.10226 -2.84692  0.41
H 0.07640 3.73632 -2.70116  0.29
H 2.24178 2.54070 -2.72501  0.30
H 2.62663 0.21825 -3.25210  0.43
H 2.99214 -2.18219 -3.39527  0.41
H -0.36247 -3.51261 -4.07783  0.62
H -0.97914 -5.87682 -3.97018  0.41
H 0.57880 -7.53561 -3.00598  0.41
H 2.80985 -6.81465 -2.21721  0.40
H 3.44137 -4.43246 -2.31680  0.41
C -1.28522 -0.92757 4.33972  -0.76
N -1.55786 -1.95021 3.21867  0.04
C -3.07758 -1.98338 2.98247  -0.73
N -3.57189 -0.68521 2.70520  0.17
C -3.27715 0.24404 3.79227  -0.89
N -1.83598 0.33382 4.01274  0.16
C -1.13984 1.03255 2.94057  -0.84
P -1.34167 0.11576 1.34037  1.21
C -0.83472 -1.57315 1.97245  -1.01
C -3.17656 -0.16256 1.40319  -0.84
H -0.20590 -0.86674 4.47950  0.39
H -1.75144 -1.32093 5.24382  0.35
H -1.25129 -2.87404 3.53230  0.35
H -3.53214 -2.37776 3.89197  0.36
H -3.26608 -2.65641 2.14576  0.39
H -3.75745 -0.10447 4.70758  0.30
H -3.66909 1.22893 3.54627  0.37
H -0.07850 1.12802 3.17910  0.46
H -1.53918 2.04274 2.83390  0.51
H 0.23817 -1.56360 2.17441  0.40
H -1.02885 -2.31787 1.19827  0.59
H -3.48020 -0.85072 0.61066  0.43
H -3.68776 0.78521 1.22425  0.41

Atomic forces in eV per Å
-0.01 0.94 -2.07
-0.40 -0.48 0.18
0.86 0.62 -0.80
-0.56 -0.25 -0.01
0.12 0.09 -0.09
0.05 0.02 -0.08
0.11 -0.03 0.12
-0.51 -0.59 0.62
0.94 1.35 -0.48
-0.45 -2.07 1.44
0.17 0.41 0.46
-0.34 -0.77 0.32
-0.11 0.41 -0.15
0.34 -0.69 -0.05
0.34 0.64 0.87
-0.29 0.30 0.18
-0.06 -0.43 0.01
0.14 0.12 -0.02
-0.06 -0.06 -0.01
0.01 0.07 -0.01
-0.04 -0.09 -0.01
-0.05 0.23 0.08
0.02 0.06 -0.03
0.12 0.01 0.03
0.07 -0.06 0.05
-0.04 0.05 0.01
-0.07 -0.01 -0.03
-0.25 -0.27 0.21
0.02 -0.21 -0.06
-0.09 0.11 -0.12
0.00 0.10 -0.05
0.00 0.02 0.00
0.00 -0.02 0.01
0.02 -0.02 -0.03
0.02 0.00 0.00
0.04 -0.04 -0.04
0.06 0.13 0.26
-0.13 0.10 0.13
-0.29 0.01 -0.09
-0.12 0.05 0.01
0.02 -0.06 0.07
-0.05 0.08 -0.03
0.23 0.21 -0.29
-0.53 -0.06 0.26
0.34 0.25 -0.49
0.15 0.14 -0.18
-0.01 -0.08 -0.06
0.00 -0.09 -0.07
0.04 0.00 -0.05
0.11 -0.03 0.00
0.07 -0.06 0.07
0.00 -0.01 -0.02
-0.01 -0.01 0.02
-0.01 0.06 -0.05
0.05 0.01 0.00
-0.02 -0.06 0.02
-0.02 -0.04 0.08
0.03 0.03 0.00
0.01 -0.02 -0.04

=====

2.
Molecular formula: C24H36CdN2O3PS
Method: DFT, ωB97M-V with the def2-TZVPD basis set

Output
* HOMO (alpha / beta): -5.74 / -8.67 eV
* E_tot: -2178.6199 hartree
* energy relative to the best compared isomer or geometry (same formula, charge and spin): 0.0 kJ/mol
* orbital gap (alpha / beta): 6.104 / 9.040 eV
* expectation value of S²: 0.755
* LUMO level (alpha / beta): 0.37 / 0.37 eV
* multiplicity: 2

Last column: Mulliken spin population.
Atoms and positions in Å:
Cd 0.99415 -0.68243 -0.94318  -0.05
C -0.36144 0.79741 2.70381  0.01
C 0.62633 -0.31238 3.10417  0.00
C 0.17300 -1.01861 4.38238  0.00
P 0.99672 -1.37339 1.65305  0.01
C -0.10686 -2.84457 1.58819  -0.01
C 0.08871 -3.95783 2.61740  0.00
C -1.57218 -2.38062 1.50776  0.00
C 2.71371 -1.98936 1.91247  0.00
C 3.07437 -2.40871 3.33815  0.00
C 3.70981 -0.92829 1.42118  0.02
H -0.42953 1.54573 3.49866  0.00
H -1.36522 0.39403 2.53927  0.00
H -0.06330 1.30102 1.78567  0.00
H 1.59178 0.16210 3.29409  0.00
H -0.81647 -1.46520 4.25556  0.00
H 0.09367 -0.27895 5.18461  0.00
H 0.86041 -1.79709 4.71346  0.00
H 0.15911 -3.25153 0.61136  0.01
H -0.07381 -3.61267 3.64046  0.00
H 1.08479 -4.40129 2.55529  0.00
H -0.63541 -4.75741 2.42019  0.00
H -1.93585 -2.05000 2.48539  0.00
H -2.20600 -3.21128 1.18448  0.00
H -1.71285 -1.56450 0.79670  0.00
H 2.78224 -2.85380 1.25085  0.00
H 3.04693 -1.54989 4.01623  0.00
H 4.09762 -2.79657 3.35052  0.00
H 2.42095 -3.18269 3.74273  0.00
H 3.67596 -0.03947 2.06437  0.00
H 3.52720 -0.61162 0.39633  0.00
H 4.72921 -1.32333 1.46073  0.00
O 2.59060 1.57853 -1.61284  0.00
C 1.54487 2.10010 -1.31850  0.00
N 0.39103 1.39267 -1.01335  0.05
C -0.60594 2.28569 -0.65168  0.01
O -1.73099 2.01937 -0.31362  0.00
C -0.03471 3.69003 -0.76661  0.00
C -0.61387 4.91593 -0.53013  0.00
C 0.17953 6.04948 -0.72567  0.00
C 1.50033 5.93095 -1.14173  0.00
C 2.06837 4.67652 -1.37331  0.00
C 1.27053 3.57603 -1.17573  0.00
H -1.64637 4.98948 -0.20444  0.00
H -0.23711 7.03500 -0.55042  0.00
H 2.09570 6.82515 -1.28814  0.00
H 3.09835 4.56939 -1.69588  0.00
S 3.73094 -2.43793 -2.08781  0.32
C 2.20532 -2.29922 -1.75318  0.60
O -1.11010 -1.70821 -1.66729  0.02
C -1.97352 -1.65041 -2.52822  0.01
C -3.41852 -1.40549 -2.22743  0.00
C -3.56366 0.14107 -2.26917  0.00
C -3.07326 0.85120 -3.55077  0.00
C -1.53808 0.96198 -3.71151  0.00
C -0.83781 -0.33593 -4.18870  0.01
N -1.65269 -1.52743 -3.86162  0.00
H -3.68588 -1.78726 -1.24550  0.00
H -4.05053 -1.87224 -2.98551  0.00
H -3.00754 0.54482 -1.42271  0.00
H -4.61402 0.38800 -2.10199  0.00
H -3.47153 1.86659 -3.52346  0.00
H -3.51961 0.38826 -4.43915  0.00
H -1.11476 1.26760 -2.75279  0.00
H -1.31292 1.76073 -4.41856  0.00
H 0.14104 -0.44680 -3.74114  0.00
H -0.69224 -0.33055 -5.26223  0.00
H -2.47873 -1.55992 -4.43158  0.00

Atomic forces in eV per Å
-0.04 -0.39 0.20
-0.06 -0.09 0.16
-0.26 0.23 -0.05
-0.08 0.07 0.08
0.10 -0.12 -0.43
-0.22 0.02 0.18
-0.11 -0.10 0.01
0.03 -0.07 0.14
0.10 0.13 0.14
0.10 -0.04 0.05
0.04 0.03 0.20
-0.01 -0.06 -0.02
0.09 0.03 0.00
0.06 -0.03 0.02
0.12 0.07 0.04
0.09 0.04 0.01
-0.01 -0.05 -0.01
-0.05 0.08 -0.05
0.00 -0.09 -0.19
0.00 -0.04 -0.09
-0.08 0.05 -0.01
0.09 0.08 0.03
0.03 -0.04 -0.08
0.06 0.03 0.03
0.07 -0.04 0.01
0.02 -0.13 -0.12
0.02 -0.07 -0.06
-0.06 0.03 0.02
0.05 0.07 -0.05
0.00 -0.09 -0.08
-0.04 -0.01 -0.07
-0.08 0.02 0.03
0.78 -0.39 -0.23
-0.81 0.52 0.34
0.15 0.84 0.03
0.92 0.29 -0.22
-0.64 -0.24 0.24
-0.47 -0.34 0.13
-0.12 0.21 0.05
-0.17 -0.10 0.05
0.14 -0.09 -0.05
0.25 0.27 -0.06
0.20 -0.52 -0.15
0.10 0.01 -0.03
0.02 -0.06 -0.01
-0.04 -0.06 0.01
-0.08 0.02 0.02
-0.11 -0.07 0.00
0.10 0.17 0.01
-0.06 0.13 0.28
0.24 0.37 -0.25
-0.11 -0.01 -0.04
0.09 -0.08 -0.02
0.13 -0.13 0.05
-0.13 -0.21 0.10
-0.43 -0.01 0.12
0.26 0.08 0.06
-0.02 -0.01 0.04
-0.07 -0.02 0.00
-0.02 0.06 0.02
0.00 -0.06 -0.06
0.02 0.01 0.04
-0.03 0.00 -0.02
-0.11 -0.11 -0.20
0.03 0.03 -0.05
0.22 -0.03 0.11
-0.02 -0.05 -0.19
-0.17 0.06 -0.18